(1)
The following is a DFT calculation (ωB97M-V with the def2-TZVPD basis set) of an isolated molecule of C7H6Br3N.

Last column: Löwdin charge in e.
Element x y z (Å)
C 2.00209 1.76926 1.35536  -0.1302
C 1.08033 0.65295 1.12546  -0.6861
Br 1.60667 -1.03472 2.00206  0.7624
C -0.00947 0.48962 0.41315  -0.6097
Br -0.78836 2.09634 -0.53795  0.7007
C -0.86247 -0.71511 0.29571  -0.3851
C -1.41338 -1.12734 1.52800  -0.3187
N -2.04331 -1.50832 2.42642  0.1874
C -1.22694 -1.26114 -1.01719  -0.5872
C -0.72166 -0.71682 -2.39711  -0.1257
Br -2.32750 -2.79597 -1.08626  0.7931
H 1.61316 2.42472 0.55616  0.0434
H 3.04231 1.64544 1.23022  0.0627
H 1.87969 1.98542 2.47298  0.1236
H -0.34751 -1.50239 -3.06682  0.0833
H -1.57039 -0.39499 -2.81992  0.0245
H 0.08677 -0.00695 -2.48028  0.0614

The lowest unoccupied orbital energy (spin up / spin down) is -0.669 / -0.670 eV. The total energy comes out at -218971.103 eV. As for the energy above the lowest of the compared OMol25 structures with the same formula, charge and spin: 158.4 kJ/mol. Its SMILES is C/C(Br)=C(Br)/C(C#N)=C(\C)Br. The calculation puts the orbital gap (spin up / spin down) at 8.57 / 8.57 eV. The value obtained for the HOMO energy (spin up / spin down) is -9.239 / -9.239 eV. The total charge is 0.

=====

(2)
The following is a DFT calculation (ωB97M-V with the def2-TZVPD basis set) of an isolated molecule of C4H3N3O.

Last column: Löwdin charge in e.
Element x y z (Å)
C -2.96971 0.00304 0.01101  0.1075
C -1.79951 -0.26074 -0.04696  -0.0459
C -0.32960 -0.39977 -0.16365  -0.2532
N 0.14344 -1.67276 -0.10445  0.0758
N 1.35123 -1.51800 -0.08437  -0.0444
N 1.70931 -0.23224 0.19825  0.0685
C 0.67296 0.47221 -0.07265  -0.4505
O 0.71802 1.81149 -0.16549  0.0596
H -3.98365 0.05677 0.26751  0.0134
H 2.72295 -0.23378 -0.17863  0.2109
H 1.76457 1.97377 0.33944  0.2582

The lowest unoccupied orbital energy is -0.160 eV. The total energy comes out at -10709.019 eV. As for the energy above the lowest of the compared OMol25 structures with the same formula, charge and spin: 446.9 kJ/mol. Its SMILES is C#Cc1nn[nH]c1O. The calculation puts the orbital gap at 8.75 eV. The value obtained for the HOMO energy is -8.909 eV. The total charge is 0.

=====

(3)
The following is a DFT calculation (ωB97M-V with the def2-TZVPD basis set) of a structure of composition CH3IOS2.

Last column: Löwdin charge in e.
Element x y z (Å)
C 0.05288 0.15685 -0.92016  -0.8520
O -1.09422 1.34688 1.76166  -0.3779
S 2.11307 -0.96150 1.31720  0.1228
S 0.40283 -0.15214 0.85587  0.3456
I -2.08063 0.33354 -1.15721  0.8120
H 0.56591 1.14567 -1.23876  0.0741
H 0.33131 -0.62551 -1.48025  -0.0530
H -0.29115 -1.24377 0.86165  -0.0717

The lowest unoccupied orbital energy (spin up / spin down) is -2.294 / -1.555 eV. The total energy comes out at -32897.832 eV. As for the energy above the lowest of the compared OMol25 structures with the same formula, charge and spin: 577.7 kJ/mol. The calculation puts the orbital gap (spin up / spin down) at 6.81 / 7.52 eV. The value obtained for the HOMO energy (spin up / spin down) is -9.102 / -9.078 eV. The total charge is 0.

=====

(4)
The following is a DFT calculation (ωB97M-V with the def2-TZVPD basis set) of an isolated molecule of C4H11NO2.

Last column: Löwdin charge in e.
Element x y z (Å)
C 2.08849 0.43612 -0.68896  -0.0499
C 1.08909 -0.17473 0.26525  -0.4282
O 1.13282 -1.58589 0.12601  -0.0292
C -0.30066 0.42814 0.09727  -0.3502
N -0.81959 0.38486 -1.26771  0.0743
C -1.28804 -0.34002 1.00003  -0.2228
O -2.57305 0.27161 0.87898  -0.0581
H 3.04974 -0.06473 -0.56165  0.0801
H 2.22512 1.51441 -0.61988  0.0804
H 1.76148 0.20344 -1.70453  0.0759
H 1.29635 0.02499 1.32244  0.1421
H 0.50632 -1.85564 -0.53779  0.0791
H -0.31244 1.43252 0.53841  0.1491
H -0.71498 1.21585 -1.81327  0.0757
H -1.77335 0.11153 -1.20518  0.0543
H -1.31142 -1.40970 0.78360  0.1195
H -0.89846 -0.28457 2.02316  0.1251
H -3.15743 -0.30821 1.36382  0.0828

The lowest unoccupied orbital energy is 0.779 eV. The total energy comes out at -9911.066 eV. As for the energy above the lowest of the compared OMol25 structures with the same formula, charge and spin: 113.4 kJ/mol. Its SMILES is C[C@H](O)[C@@H](N)CO. The calculation puts the orbital gap at 10.17 eV. The value obtained for the HOMO energy is -9.392 eV. The total charge is 0.

=====

- What is the total energy in the fourth record?
  -9911.066 eV

=====

- total charge of number 1 (C7H6Br3N)?
  0